The following is a quantum chemistry calculation of 2 unconnected molecules or ions with the total composition C3H10N, from the OMol25 dataset.

F_max (Eh/bohr): 0.0993
2S+1: 2
Energy above the lowest of the compared OMol25 structures with the same formula, charge and spin (eV): 3.345
HOMO level (alpha / beta) (eV): -3.4883 / -7.8103
Expectation value of S²: 0.753
Orbital gap (alpha / beta) (eV): 3.88 / 7.98
Total charge: 0
Total energy (hartree): -174.8524

XYZ file:
```
14
Properties=species:S:1:pos:R:3:forces:R:3
N -1.807 -0.280 0.670 -4.3 0.4 -0.5
H -1.057 -0.163 -0.156 -0.4 0.2 -2.5
H -2.475 -1.077 0.603 1.8 -0.1 0.3
H -1.071 -0.272 1.335 -0.1 0.0 2.0
H -2.587 0.462 0.695 2.4 -0.3 0.4
C 1.759 0.029 0.468 -1.5 2.3 2.2
C 0.715 0.613 -0.436 2.6 3.9 2.0
C 0.031 -0.106 -1.336 -2.7 -2.4 -2.3
H 1.525 0.451 1.520 0.8 -0.7 -1.1
H 1.775 -1.027 0.586 0.0 -1.0 -0.3
H 2.707 0.432 0.183 1.1 -0.1 0.0
H 0.826 1.775 -0.620 -0.2 -2.4 0.4
H -0.256 0.372 -2.268 -0.3 -0.4 -0.1
H -0.085 -1.209 -1.247 0.7 0.6 -0.5
```
Forces are in eV/Å.